# 1
Density functional theory data (the ωB97M-V functional and the def2-TZVPD basis) for a 2-piece molecular cluster, C8H12N2OS3 overall at a distorted geometry.

The orbital gap is 8.07 eV. Its multiplicity is 1. Its SMILES is C/C=N\S/C=N\O.C=C/C=C\SC=S. Its energy relative to the best compared isomer or geometry (same formula, charge and spin) is 39.6 kcal per mole. For the LUMO energy, the calculation gives 0.2 eV. Its charge is 0.

Geometry (Å):
1 C 5.15779 1.24323 2.14370
2 C 4.44097 -0.07153 2.06399
3 N 3.40573 -0.34888 1.37439
4 S 2.75289 0.90380 0.40554
5 C 1.38529 -0.03612 -0.20359
6 N 0.29328 0.43880 -0.65379
7 O 0.14415 1.80171 -0.63175
8 H 4.47217 2.03226 2.47797
9 H 5.52955 1.53699 1.15433
10 H 6.00286 1.19667 2.83333
11 H 4.82480 -0.90815 2.65103
12 H 1.51323 -1.11134 -0.18959
13 H 0.76268 2.18001 0.02263
14 C -2.04636 -2.91965 2.87373
15 C -2.05352 -2.17166 1.76930
16 C -3.27946 -1.80521 1.06307
17 C -3.36158 -1.06214 -0.04460
18 S -1.96197 -0.37350 -0.87052
19 C -2.70933 0.45548 -2.19463
20 S -1.90477 1.29294 -3.32172
21 H -2.96895 -3.29817 3.30714
22 H -1.12179 -3.17833 3.38062
23 H -1.10855 -1.80963 1.36163
24 H -4.20975 -2.17436 1.48460
25 H -4.32513 -0.84267 -0.49916
26 H -3.79867 0.36733 -2.21330

Cartesian forces (eV/Å) of the 2 atoms listed first:
C -0.014 0.049 -0.009
C -0.124 -0.092 -0.068

=====

# 2
Density functional theory data (the ωB97M-V functional and the def2-TZVPD basis) for a 7-piece molecular cluster, C20H55N7O11 overall at a distorted geometry.

The orbital gap is 6.14 eV. Its multiplicity is 1. For the LUMO energy, the calculation gives 4.1 eV. Its charge is -2.

Geometry (Å):
1 N 0.74602 0.44716 -1.62243
2 O -0.16092 0.07943 -0.81881
3 O 1.13471 1.62815 -1.76351
4 O 1.15450 -0.38201 -2.48832
5 N 3.53367 -2.29888 -2.02040
6 O 4.08372 -2.15408 -0.86789
7 O 3.80001 -1.55981 -2.95674
8 O 2.69283 -3.21921 -2.13280
9 C 4.50084 1.63243 1.61931
10 C 3.82230 1.96550 0.30731
11 C 4.38242 3.27738 -0.29042
12 O 3.71762 3.68855 -1.45714
13 C 2.63412 4.56301 -1.06651
14 N 4.14745 0.90374 -0.67382
15 H 4.13344 2.34537 2.36862
16 H 5.57435 1.46896 1.53326
17 H 4.04795 0.69723 1.96202
18 H 2.74018 1.95985 0.45324
19 H 5.42591 3.00835 -0.51751
20 H 4.64477 4.09579 0.39653
21 H 2.12665 4.62725 -2.02736
22 H 3.02672 5.52400 -0.72318
23 H 1.94675 4.11120 -0.35161
24 H 5.16304 0.90655 -0.72312
25 H 3.91683 -0.00683 -0.28258
26 C 2.41610 -7.10134 0.77960
27 C 1.81167 -5.85563 0.19390
28 C 2.18547 -4.60762 0.99243
29 O 1.44770 -3.52689 0.46168
30 C 1.70745 -2.35840 1.16179
31 N 2.26686 -5.89685 -1.22058
32 H 2.18109 -8.03893 0.27241
33 H 2.08432 -7.22844 1.81687
34 H 3.50872 -7.07258 0.73796
35 H 0.71987 -5.90470 0.14445
36 H 3.25296 -4.42068 0.82382
37 H 1.89833 -4.61607 2.05140
38 H 1.52500 -2.47901 2.23975
39 H 1.25965 -1.48430 0.68728
40 H 2.77535 -2.09869 1.08804
41 H 2.45830 -4.92589 -1.49348
42 H 3.16480 -6.36362 -1.26642
43 C -2.26560 4.07582 2.54203
44 C -1.28053 2.91701 2.68865
45 C -2.02792 1.67265 3.16700
46 O -2.51736 1.84549 4.47068
47 C -2.74137 0.65962 5.20465
48 N -0.58872 2.65130 1.41342
49 H -2.81439 4.26966 3.46284
50 H -2.90434 3.90716 1.67250
51 H -1.75392 5.01225 2.30226
52 H -0.55696 3.16306 3.46985
53 H -1.36508 0.80048 3.09330
54 H -2.82336 1.43724 2.44918
55 H -1.88645 0.00289 5.03325
56 H -3.73559 0.27857 4.95357
57 H -2.79983 0.87472 6.27343
58 H -0.23625 1.69590 1.42609
59 H -1.30272 2.56758 0.68326
60 C -1.91116 5.11901 -3.23223
61 C -1.94204 4.35538 -1.91579
62 C -2.77219 3.06286 -1.94889
63 O -2.77911 2.54467 -0.61061
64 C -3.49127 1.37636 -0.43064
65 N -0.54813 4.14552 -1.50934
66 H -1.30176 6.01433 -3.17802
67 H -2.89886 5.23764 -3.68544
68 H -1.44887 4.36809 -3.88445
69 H -2.39884 4.99908 -1.15541
70 H -2.27741 2.36294 -2.62684
71 H -3.80893 3.30446 -2.20240
72 H -3.13512 0.84490 0.45771
73 H -3.40605 0.65878 -1.24954
74 H -4.52825 1.56894 -0.11412
75 H -0.18472 3.29704 -1.95351
76 H -0.56380 3.81077 -0.55024
77 C -2.08985 -2.85940 0.82410
78 C -2.02285 -3.16292 -0.69626
79 C -3.26060 -2.57637 -1.36047
80 O -3.20786 -3.03370 -2.72953
81 C -4.46607 -2.99323 -3.37803
82 N -0.72588 -2.66367 -1.15771
83 H -1.18271 -3.19693 1.32320
84 H -2.90576 -3.48765 1.21808
85 H -2.26944 -1.82621 1.12914
86 H -2.00366 -4.25718 -0.71317
87 H -3.17316 -1.48810 -1.31729
88 H -4.14005 -2.97962 -0.85277
89 H -4.55244 -3.94475 -3.90233
90 H -4.60932 -2.06855 -3.94360
91 H -5.26239 -2.96763 -2.62279
92 H -0.03025 -3.08345 -0.55986
93 H -0.70025 -1.64226 -1.10393

Cartesian forces (eV/Å) of the 2 atoms listed first:
N 0.366 -1.282 -4.129
O 0.376 1.198 0.967

=====

# 3
Density functional theory data (the ωB97M-V functional and the def2-TZVPD basis) for one molecule with the formula C7H13NSi at a distorted geometry.

The orbital gap (spin up / spin down) is 8.58 / 8.93 eV. Its multiplicity is 1. Its SMILES is C1=N[C@@H]2CCCC[C@@H]2[SiH2]1. Its energy relative to the best compared isomer or geometry (same formula, charge and spin) is 151.9 kcal per mole. For the LUMO energy (spin up / spin down), the calculation gives -0.7 / -0.2 eV. Its charge is 0.

Geometry (Å):
1 C -2.20738 0.81414 -0.96952
2 N -0.88249 1.64850 -0.25269
3 C -0.19643 0.91581 0.69876
4 C 1.32662 1.28322 0.53751
5 C 1.95498 0.52203 -0.58990
6 C 1.66384 -1.03602 -0.33610
7 C 0.17039 -1.22239 -0.33641
8 C -0.60957 -0.58809 0.79230
9 Si -2.41465 -0.63665 0.24904
10 H -2.96356 1.48049 -1.33454
11 H -0.51975 1.33052 1.66230
12 H 1.98407 1.02169 1.45421
13 H 1.13123 2.34012 0.14724
14 H 3.07239 0.83371 -0.59140
15 H 1.45851 0.62319 -1.56535
16 H 1.93784 -1.61531 -1.18372
17 H 2.07333 -1.33009 0.69112
18 H -0.43267 -0.85798 -1.26810
19 H -0.07158 -2.28790 -0.52221
20 H -0.32153 -0.77748 1.89762
21 H -3.32946 -0.65440 1.37905
22 H -2.82410 -1.80711 -0.55923

Cartesian forces (eV/Å) of the 2 atoms listed first:
C 4.504 2.256 5.050
N -6.027 -1.300 -4.464

=====

# 4
Density functional theory data (the ωB97M-V functional and the def2-TZVPD basis) for C15H15N2O6V as an isolated structure at a distorted geometry.

The orbital gap (spin up / spin down) is 3.61 / 3.96 eV. Its multiplicity is 3. For the LUMO energy (spin up / spin down), the calculation gives -10.8 / -10.4 eV. Its charge is +2.

Geometry (Å):
1 O -2.52675 -5.64714 -2.57906
2 C -1.66061 -5.12356 -3.07026
3 V 0.92955 -0.91933 -3.85743
4 C 1.90455 0.86002 -3.62944
5 O 2.41979 1.87628 -3.35862
6 C 1.65058 -0.17995 -6.14317
7 O 1.84714 -0.10496 -7.27624
8 C -0.98412 -0.73081 -3.86893
9 O -1.96576 -0.13953 -3.66567
10 C 2.10174 -2.37103 -3.54408
11 O 3.13096 -2.87859 -3.33018
12 H 0.11092 -2.22598 -3.97475
13 C -0.91963 3.86506 2.44243
14 C -1.55957 2.52417 2.81736
15 N -0.79806 1.33394 2.35023
16 C 0.43948 1.04509 3.09432
17 C 0.10493 0.48416 4.47108
18 C -0.81801 1.09060 0.96647
19 O -1.45863 1.78936 0.20646
20 C -0.13562 -0.14979 0.38908
21 C -0.07378 -1.34448 1.09724
22 C 0.39487 -2.48564 0.44256
23 C 0.63955 -2.44847 -0.94053
24 N 0.48873 -1.30453 -1.64149
25 C 0.10049 -0.18451 -1.00825
26 H 0.10571 3.87808 2.80231
27 H -1.44861 4.69340 2.91458
28 H -0.94084 4.01401 1.36819
29 H -1.66569 2.50266 3.91743
30 H -2.58277 2.43224 2.40621
31 H 1.02872 0.30882 2.53126
32 H 1.04896 1.96107 3.19325
33 H -0.62993 -0.32646 4.33393
34 H 0.99235 0.07456 4.98145
35 H -0.32792 1.26071 5.12235
36 H -0.44719 -1.37134 2.12001
37 H 0.57972 -3.39975 1.00036
38 H 0.98283 -3.35751 -1.45377
39 H -0.05804 0.69910 -1.62669

Cartesian forces (eV/Å) of the 2 atoms listed first:
O 0.438 0.213 -0.281
C -0.408 -0.153 0.291

=====

Among the records above, which one has the lowest charge?
C20H55N7O11